1.
The following is a quantum chemistry calculation of 3 unconnected molecules or ions with the total composition C12H33FO6P, from the OMol25 dataset.

Each line ends with the Mulliken charge.
Cartesian coordinates (Å):
F1 1.34 3.08 -1.70  -0.5072
P1 -0.42 3.13 -1.44  0.6214
H1 -0.67 3.33 -2.84  -0.0271
H2 -0.33 4.55 -1.27  -0.0167
H3 -0.15 2.94 -0.04  -0.4923
H4 -0.52 1.68 -1.63  -0.4888
H5 -1.86 3.19 -1.23  -0.0116
C1 -0.61 3.78 5.72  -0.8150
O1 -0.40 2.40 5.43  -0.2751
C2 -1.31 1.90 4.45  -0.5959
C3 -0.61 0.88 3.54  -0.3468
O2 0.31 1.47 2.60  -0.3806
C4 1.51 2.03 3.15  -0.3855
C5 2.49 1.00 3.71  -0.5570
O3 2.01 0.46 4.95  -0.2746
C6 2.29 -0.92 5.09  -0.8099
H6 -1.51 3.91 6.32  0.3231
H7 0.25 4.14 6.28  0.2233
H8 -0.68 4.37 4.80  0.3751
H9 -1.72 2.71 3.84  0.3759
H10 -2.13 1.41 4.99  0.3845
H11 -1.38 0.40 2.93  0.3982
H12 -0.13 0.09 4.11  0.1153
H13 1.28 2.81 3.88  0.1156
H14 2.00 2.54 2.31  0.4326
H15 3.45 1.49 3.93  0.3805
H16 2.66 0.21 2.97  0.3604
H17 1.99 -1.48 4.20  0.3661
H18 1.69 -1.30 5.93  0.2220
H19 3.35 -1.07 5.31  0.3247
C7 -0.58 -1.55 -1.08  -0.7816
O4 -0.61 -1.37 -2.48  -0.2419
C8 0.68 -1.07 -3.03  -0.5778
C9 0.85 -1.73 -4.40  -0.2939
O5 1.04 -3.15 -4.35  -0.4767
C10 -0.08 -3.94 -3.93  -0.2567
C11 -1.23 -3.98 -4.95  -0.5520
O6 -1.92 -2.73 -4.98  -0.2452
C12 -2.33 -2.35 -6.28  -0.8302
H20 -0.46 -0.58 -0.57  0.2062
H21 -1.52 -2.00 -0.77  0.2489
H22 0.23 -2.23 -0.78  0.3765
H23 1.48 -1.40 -2.37  0.3405
H24 0.74 0.02 -3.15  0.4231
H25 1.76 -1.33 -4.85  0.4082
H26 0.04 -1.48 -5.08  0.0898
H27 -0.43 -3.64 -2.94  0.0682
H28 0.30 -4.96 -3.83  0.4119
H29 -1.95 -4.74 -4.65  0.3766
H30 -0.83 -4.23 -5.94  0.3432
H31 -1.51 -2.44 -7.00  0.3669
H32 -2.64 -1.30 -6.25  0.2409
H33 -3.18 -2.96 -6.60  0.3204

Summary:
HOMO level: -2.90 eV
ΔE to the lowest compared entry with this formula, charge and spin: 3.696 eV
Total charge: -1

2.
The following is a quantum chemistry calculation of 2 unconnected molecules or ions with the total composition C4H13NOS, from the OMol25 dataset.

Each line ends with the Mulliken charge.
Cartesian coordinates (Å):
C1 0.31 -1.06 2.20  -0.9335
N1 0.22 -0.72 0.77  -0.2921
C2 -0.53 0.49 0.44  -0.5626
C3 -1.16 0.23 -0.95  -0.8032
C4 -0.78 1.30 -1.98  -0.5545
S1 -1.27 3.00 -1.51  -0.2523
H1 -0.06 -2.12 2.25  0.2948
H2 -0.17 -0.41 2.93  0.3299
H3 1.31 -1.25 2.61  0.2891
H4 1.19 -0.67 0.46  0.2457
H5 0.15 1.37 0.44  0.3810
H6 -1.30 0.63 1.20  0.4167
H7 -2.25 0.10 -0.88  0.3146
H8 -0.94 -0.77 -1.34  0.4017
H9 -1.14 1.09 -2.99  0.3639
H10 0.31 1.41 -1.97  0.2984
H11 -1.97 2.97 -0.37  0.0958
O1 2.78 -1.51 -0.35  -0.6809
H12 2.64 -1.85 -1.23  0.3205
H13 2.65 -2.23 0.26  0.3271

Summary:
SMILES string: CNCCCS.O
HOMO level: -8.39 eV
ΔE to the lowest compared entry with this formula, charge and spin: 1.550 eV
Total charge: 0

3.
The following is a quantum chemistry calculation of 2 unconnected molecules or ions with the total composition CH6N2O2, from the OMol25 dataset.

Each line ends with the Mulliken charge.
Cartesian coordinates (Å):
N1 0.35 0.15 1.06  -0.3929
C1 -0.76 0.64 -0.03  0.6042
O1 -1.69 1.17 0.52  -0.5758
O2 -0.38 0.42 -1.17  -0.6149
H1 1.00 -0.53 0.61  0.3810
H2 0.82 0.96 1.44  0.3414
H3 -0.16 -0.28 1.82  0.3475
N2 1.69 -1.71 -0.62  -0.8302
H4 1.11 -1.20 -1.28  0.2988
H5 2.64 -1.66 -0.95  0.2192
H6 1.40 -2.70 -0.68  0.2217

Summary:
SMILES string: [NH3+]C(=O)[O-].N
HOMO level: -9.95 eV
ΔE to the lowest compared entry with this formula, charge and spin: 0.766 eV
Total charge: 0

4.
The following is a quantum chemistry calculation of 7 unconnected molecules or ions with the total composition C36H72N3O9PS7, from the OMol25 dataset.

Each line ends with the Mulliken charge.
Cartesian coordinates (Å):
C1 -5.21 2.63 0.19  -0.9545
C2 -6.00 1.38 0.86  -0.1445
C3 -5.57 1.34 2.42  -0.5226
C4 -5.63 -0.22 2.88  -0.7566
C5 -4.19 -0.92 2.99  -0.6976
C6 -3.20 -0.66 1.75  1.6782
C7 -2.91 -1.98 0.87  -0.3534
C8 -1.31 -2.17 0.60  -0.3926
C9 -0.73 -2.93 1.89  -0.6008
C10 0.80 -2.59 2.26  -0.3331
C11 1.17 -1.03 2.22  -0.6873
C12 0.39 -0.20 3.36  0.6284
C13 1.39 0.61 4.35  -1.0727
C14 2.26 1.73 3.60  -0.4849
C15 1.38 2.94 2.98  -0.3868
C16 2.00 3.48 1.58  0.5177
C17 3.49 3.23 1.15  -0.5875
C18 4.01 3.73 -0.21  0.4318
S1 5.77 3.38 -0.64  -0.2708
C19 3.11 4.54 -1.25  0.2988
N1 3.74 4.90 -2.49  -0.4180
C20 2.78 5.59 -3.27  0.2532
O1 3.22 6.01 -4.60  -0.3597
C21 2.63 5.12 -5.56  0.4701
N2 2.07 4.59 -6.48  -0.4570
C22 1.31 5.96 -2.89  0.4101
P1 0.15 6.91 -4.08  0.1738
O2 -0.68 8.00 -3.01  -0.3856
O3 1.04 7.94 -5.11  -0.4632
N3 0.75 5.57 -1.63  -0.4858
C23 1.65 4.83 -0.81  0.3344
C24 1.12 4.31 0.59  -0.7568
H1 -5.39 3.58 0.80  0.2834
H2 -4.09 2.37 0.29  0.1797
H3 -5.44 2.73 -0.92  0.3120
H4 -5.59 0.44 0.36  -0.0271
H5 -7.15 1.47 0.73  0.3577
H6 -4.48 1.69 2.55  0.2519
H7 -6.28 2.00 3.03  0.3552
H8 -6.13 -0.26 3.91  0.3073
H9 -6.33 -0.75 2.12  0.3300
H10 -4.39 -2.05 3.14  0.3352
H11 -3.67 -0.56 3.96  0.2936
H12 -2.19 -0.31 2.19  -1.2962
H13 -3.55 0.15 1.03  -0.1085
H14 -3.43 -1.82 -0.16  -0.3154
H15 -3.25 -2.95 1.39  0.3535
H16 -1.17 -2.78 -0.37  0.2997
H17 -0.90 -1.12 0.43  0.1838
H18 -0.77 -4.06 1.65  0.3667
H19 -1.46 -2.78 2.77  0.2130
H20 1.52 -3.21 1.62  0.3893
H21 0.96 -2.94 3.35  -0.0705
H22 1.02 -0.54 1.19  0.2785
H23 2.30 -0.95 2.44  0.4191
H24 -0.32 0.55 2.82  -0.5404
H25 -0.27 -0.93 3.97  0.4044
H26 2.11 -0.20 4.77  0.2065
H27 0.84 1.02 5.27  0.3381
H28 2.92 1.19 2.83  0.1774
H29 2.98 2.18 4.39  0.3539
H30 0.28 2.60 2.84  0.2607
H31 1.40 3.81 3.72  0.3675
H32 4.17 2.64 1.84  0.1338
H33 6.39 3.29 0.61  0.1685
H34 0.05 8.55 -2.63  0.3020
H35 1.79 8.39 -4.64  0.3334
H36 0.04 4.53 0.92  0.2896
C25 0.97 -5.07 7.44  -1.0296
S2 1.62 -3.54 6.73  0.4123
O4 1.08 -3.43 5.34  -0.6289
C26 3.33 -4.11 6.60  -0.5558
H37 -0.11 -4.96 7.57  0.3352
H38 1.17 -5.91 6.77  0.2793
H39 1.44 -5.25 8.41  0.4063
H40 3.38 -5.01 5.98  -0.0192
H41 3.72 -4.32 7.60  0.3986
H42 3.92 -3.32 6.14  0.3121
C27 -4.80 -5.46 -3.50  -0.7441
S3 -4.04 -4.20 -2.45  0.5323
O5 -4.13 -4.69 -1.04  -0.5868
C28 -5.34 -2.96 -2.67  -0.7460
H43 -4.17 -6.35 -3.48  0.1530
H44 -5.79 -5.71 -3.13  0.3058
H45 -4.86 -5.08 -4.52  0.3667
H46 -6.30 -3.37 -2.35  0.2883
H47 -5.38 -2.67 -3.72  0.3630
H48 -5.09 -2.09 -2.06  0.1174
C29 5.96 -5.69 3.86  -0.9429
S4 4.71 -6.98 4.08  0.5097
O6 4.10 -6.79 5.43  -0.6374
C30 5.88 -8.35 4.20  -0.9913
H49 5.45 -4.73 3.80  0.2921
H50 6.64 -5.69 4.71  0.3073
H51 6.51 -5.87 2.94  0.4032
H52 6.57 -8.18 5.03  0.3154
H53 6.43 -8.44 3.26  0.3808
H54 5.32 -9.27 4.38  0.3262
C31 -3.28 -11.08 -3.66  -0.9681
S5 -3.01 -9.45 -2.93  0.5233
O7 -3.73 -8.45 -3.78  -0.6221
C32 -1.26 -9.35 -3.33  -0.9099
H55 -4.33 -11.34 -3.56  0.3161
H56 -3.01 -11.06 -4.72  0.3057
H57 -2.67 -11.82 -3.14  0.3699
H58 -1.11 -9.44 -4.41  0.2995
H59 -0.72 -10.15 -2.81  0.3519
H60 -0.88 -8.39 -2.99  0.3059
C33 6.77 4.43 -6.37  -0.8084
S6 6.74 2.84 -7.24  0.5226
O8 8.13 2.30 -7.23  -0.6262
C34 6.43 3.54 -8.88  -0.9075
H61 6.99 4.24 -5.31  0.3039
H62 7.54 5.07 -6.79  0.3471
H63 5.79 4.91 -6.45  0.2137
H64 7.23 4.24 -9.14  0.3017
H65 5.47 4.05 -8.88  0.3340
H66 6.41 2.73 -9.60  0.3126
C35 -3.30 12.17 -3.17  -0.9004
S7 -4.55 10.88 -2.96  0.4820
O9 -5.16 11.06 -1.61  -0.6169
C36 -3.38 9.51 -2.85  -0.8635
H67 -3.81 13.13 -3.22  0.3145
H68 -2.62 12.17 -2.32  0.2955
H69 -2.76 12.00 -4.10  0.3379
H70 -2.69 9.67 -2.02  0.2683
H71 -2.83 9.42 -3.79  0.3198
H72 -3.95 8.59 -2.68  0.3620

Summary:
HOMO level: -8.46 eV
Total charge: 0

5.
The following is a quantum chemistry calculation of a molecular structure, C40H30AsBr2Cl5N3O4RuS, from the OMol25 dataset.

Each line ends with the Mulliken charge.
Cartesian coordinates (Å):
Ru1 0.44 -0.95 0.52  2.8142
C1 -1.98 1.31 1.52  -0.9374
C2 -0.69 1.63 2.22  0.1876
C3 -0.58 2.77 3.04  -1.3200
C4 0.59 3.01 3.71  -1.0921
C5 1.67 2.11 3.60  0.6165
C6 2.89 2.21 4.30  0.0848
Br1 3.22 3.68 5.45  -0.2387
C7 3.86 1.25 4.16  -0.2306
C8 3.65 0.14 3.34  -0.3463
Br2 4.97 -1.20 3.17  -0.1774
C9 2.46 -0.04 2.61  0.5008
O1 2.22 -1.08 1.91  -0.6813
C10 1.48 0.99 2.75  -0.9763
N1 0.32 0.80 2.07  2.3110
H1 -2.83 1.70 2.07  0.6339
H2 -2.07 0.23 1.41  -0.0760
H3 -1.98 1.76 0.52  -0.2994
H4 -1.42 3.44 3.13  0.5694
H5 0.70 3.89 4.33  0.3589
H6 4.79 1.34 4.70  0.4563
O2 -0.59 -1.72 -2.17  -0.5928
S1 -1.59 -2.47 -1.45  0.5918
O3 -1.65 -3.88 -1.67  -0.6727
N2 -1.44 -2.07 0.12  0.9740
C11 -2.14 -2.77 1.08  0.2002
C12 -3.28 -3.52 0.84  -0.8070
C13 -3.97 -4.14 1.90  -0.9481
C14 -3.54 -4.03 3.19  -0.9097
C15 -2.37 -3.29 3.48  0.9817
C16 -1.85 -3.15 4.78  -0.7090
C17 -0.70 -2.43 4.97  -1.1639
C18 -0.08 -1.83 3.86  -0.1614
N3 -0.55 -1.93 2.64  0.6846
C19 -1.67 -2.66 2.42  -0.9710
C20 -3.16 -1.77 -1.95  0.0820
C21 -3.57 -0.59 -1.36  -0.2367
C22 -4.75 0.00 -1.79  -0.6028
C23 -5.49 -0.58 -2.81  -0.5062
C24 -5.06 -1.77 -3.39  -0.7084
C25 -3.89 -2.38 -2.95  -0.4438
H7 -3.62 -3.64 -0.17  0.4310
H8 -4.86 -4.71 1.67  0.4230
H9 -4.08 -4.50 4.00  0.3995
H10 -2.36 -3.61 5.61  0.4356
H11 -0.26 -2.30 5.95  0.4864
H12 0.83 -1.26 3.99  0.3705
H13 -2.96 -0.15 -0.58  0.2704
H14 -5.09 0.92 -1.33  0.4460
H15 -6.40 -0.11 -3.16  0.3988
H16 -5.64 -2.22 -4.18  0.4188
H17 -3.54 -3.31 -3.38  0.4682
Cl1 5.75 -4.53 -3.22  -0.2074
C26 4.76 -3.35 -2.46  0.3552
C27 3.66 -3.74 -1.70  -0.1058
Cl2 3.28 -5.40 -1.52  -0.2097
C28 2.86 -2.78 -1.10  0.7547
Cl3 1.49 -3.26 -0.17  -0.2474
C29 3.09 -1.39 -1.22  -2.1168
O4 2.35 -0.49 -0.70  0.0296
C30 4.24 -1.04 -1.99  0.7629
Cl4 4.60 0.63 -2.13  -0.2176
C31 5.05 -1.99 -2.59  0.1220
Cl5 6.41 -1.50 -3.51  -0.2009
C32 -1.39 1.97 -1.99  -1.9083
As1 0.20 0.98 -1.36  1.3562
C33 0.82 0.58 -3.16  -1.3213
C34 1.38 2.48 -0.81  -0.7364
C35 1.50 3.58 -1.81  0.0603
C36 2.42 3.52 -2.85  -0.0075
C37 2.55 4.56 -3.76  -0.8245
C38 1.74 5.68 -3.65  -0.4700
C39 0.80 5.75 -2.63  -0.7196
C40 0.68 4.71 -1.72  -0.2175
H18 -1.05 2.79 -2.61  0.6453
H19 -2.01 2.38 -1.19  0.2765
H20 -1.99 1.28 -2.58  0.5319
H21 0.89 1.51 -3.73  0.5207
H22 0.10 -0.09 -3.61  0.4814
H23 1.79 0.09 -3.13  0.1592
H24 2.34 2.00 -0.62  0.4432
H25 0.99 2.85 0.14  0.3463
H26 3.06 2.65 -2.93  0.2632
H27 3.29 4.49 -4.55  0.4170
H28 1.85 6.50 -4.35  0.3805
H29 0.16 6.62 -2.55  0.4032
H30 -0.04 4.79 -0.91  0.4142

Summary:
Spin multiplicity: 2
HOMO level (alpha / beta): -7.66 / -7.66 eV
ΔE to the lowest compared entry with this formula, charge and spin: 3.852 eV
Total charge: 0

Which formula does entry 5 have? C40H30AsBr2Cl5N3O4RuS